Record 1
DFT (ωB97M-V/def2-TZVPD) results for 2 unconnected molecules or ions with the total composition C3H3Br2N.

Results
total charge: 0
strongest force on any atom: 3.21 eV/A
spin multiplicity: 1
highest occupied orbital energy: -7.6880 eV
gap between HOMO and LUMO: 6.23 eV

```
9
C3H3Br2N ωB97M-V/def2-TZVPD
C -1.0583 -0.6464 0.5778
C 1.8025 0.6914 1.9781
C -0.9203 -0.6534 -1.8114
N -1.1923 -0.6388 -0.5791
Br 0.7904 1.7100 0.7548
Br 0.8814 -0.8373 -2.2388
H -1.1687 -0.0524 1.3836
H 2.4672 1.4868 2.5617
H -1.6019 -1.0599 -2.6268
```


Record 2
DFT (ωB97M-V/def2-TZVPD) results for C4H7NO in the gas phase.

Results
total charge: 0
strongest force on any atom: 2.58 eV/A
spin multiplicity: 1
SMILES: C[C@H]1CN1C=O
highest occupied orbital energy: -9.8809 eV
gap between HOMO and LUMO: 10.82 eV

```
13
C4H7NO ωB97M-V/def2-TZVPD
C 0.7065 0.6238 1.5484
C 0.2825 0.4878 0.1199
C 0.7306 -0.6720 -0.6901
N -0.6148 -0.6259 -0.1986
C -1.7261 -0.4732 -1.0762
O -2.0205 -1.2632 -1.9599
H -0.0351 1.1921 2.1118
H 1.6716 1.1354 1.6030
H 0.8020 -0.3693 1.9983
H 0.1505 1.4283 -0.4276
H 0.9442 -0.4689 -1.7571
H 1.2824 -1.4948 -0.2773
H -2.1738 0.4999 -0.9945
```


Record 3
DFT (ωB97M-V/def2-TZVPD) results for a molecular structure, C48H35F9N7OPRuS.

Results
total charge: +1
strongest force on any atom: 5.35 eV/A
spin multiplicity: 6
highest occupied orbital energy (spin up / spin down): -8.7540 / -10.9582 eV
gap between HOMO and LUMO (spin up / spin down): 5.07 / 5.23 eV

```
103
C48H35F9N7OPRuS ωB97M-V/def2-TZVPD
Ru -0.7611 0.3619 -0.6801
C 3.5268 1.7824 0.4577
C 2.0325 1.4744 0.5305
N 1.5274 0.6605 -0.2589
N 2.3418 -0.0292 -1.1369
C 1.6774 -0.6058 -2.0515
O 0.3554 -0.5520 -2.1350
C 2.4142 -1.4141 -3.1489
C 1.7028 -2.0735 -4.0944
C 2.3069 -2.6629 -5.2406
C 3.6907 -2.5774 -5.3976
C 4.4109 -2.0177 -4.3201
C 3.8179 -1.4615 -3.2311
C 1.2287 2.1412 1.5463
C 1.9181 3.0174 2.4024
C 1.1621 3.8765 3.2469
C -0.2108 3.7101 3.3044
C -0.7978 2.8148 2.3842
N -0.0800 2.0691 1.5433
H 3.9598 1.3309 -0.4287
H 3.9334 1.2999 1.3858
H 3.7314 2.8670 0.4748
H 0.6540 -2.0206 -4.0380
H 1.6963 -3.0902 -6.0194
H 4.2381 -3.0575 -6.2148
H 5.4602 -2.1157 -4.3554
H 4.4501 -1.0367 -2.4817
H 3.0393 2.9586 2.3045
H 1.7634 4.4709 3.9665
H -0.8538 4.3408 3.9553
H -1.8834 2.7239 2.3852
S -3.1166 0.2242 -0.8963
C -3.3738 1.8808 -1.0039
N -4.5211 2.4279 -1.0158
N -4.6878 3.7716 -1.1174
C -3.9772 4.7637 -0.3695
C -3.7592 4.5185 1.0137
C -3.0248 5.4234 1.7384
C -2.5381 6.5913 1.1292
C -2.9356 6.9787 -0.1258
C -3.7230 6.0214 -0.8761
N -2.2317 2.8058 -1.2809
N -1.1471 2.3463 -1.3574
C -0.0816 3.1978 -1.6689
C -0.1026 4.5088 -1.2019
C 1.0538 5.2978 -1.5932
C 2.0379 4.7054 -2.4236
C 2.0724 3.3471 -2.7569
C 0.9688 2.5656 -2.3611
H -5.5741 4.0823 -1.5261
H -3.9639 3.5107 1.3236
H -2.7926 5.0990 2.6862
H -1.9250 7.2372 1.7350
H -2.6991 7.9390 -0.4895
H -3.9438 6.2721 -1.9370
H -0.8625 5.0156 -0.5865
H 1.0874 6.3420 -1.3724
H 2.8737 5.3647 -2.7369
H 2.8147 3.0060 -3.4309
H 0.7733 1.5850 -2.7851
F -3.3755 -7.0227 -2.9616
C -2.0776 -6.7930 -2.6135
F -1.3793 -6.9467 -3.7136
F -1.7032 -7.8534 -1.8870
C -1.8930 -5.5848 -1.8802
C -1.3822 -5.6420 -0.6064
C -1.0913 -4.5222 0.1329
C -1.2921 -3.2902 -0.4756
C -1.7961 -3.1941 -1.7771
C -2.1177 -4.3408 -2.4186
P -0.6687 -1.8085 0.4148
C 1.1320 -2.1206 0.7875
C 1.7138 -1.4790 1.8653
C 3.0434 -1.6880 2.1716
C 3.7665 -2.5233 1.3582
C 3.2993 -2.9774 0.1676
C 1.9568 -2.8329 -0.1270
C 5.2810 -2.7166 1.6446
F 5.9332 -1.6369 1.2415
F 5.5219 -2.8945 2.9018
F 5.7463 -3.8128 1.0124
C -1.4991 -2.0287 2.0526
C -2.6915 -1.3498 2.4274
C -3.3991 -1.7269 3.5511
C -2.9369 -2.7780 4.3338
C -1.7161 -3.3885 4.0519
C -0.9323 -2.9433 2.9486
C -3.7121 -3.1529 5.5970
F -3.1306 -4.1368 6.2695
F -3.7528 -2.0842 6.4253
F -4.9846 -3.4530 5.3041
H -1.2207 -6.5700 -0.1523
H -0.7418 -4.5524 1.1424
H -2.0486 -2.2229 -2.2427
H -2.6198 -4.1722 -3.3794
H 1.1278 -0.7714 2.5084
H 3.5108 -1.1152 2.9770
H 3.9557 -3.4524 -0.5947
H 1.5414 -3.1621 -1.0723
H -3.0074 -0.5399 1.8133
H -4.2531 -1.2283 3.9179
H -1.3205 -4.2205 4.6756
H 0.0598 -3.2851 2.8405
```


Listing energy above the lowest of the compared OMol25 structures with the same formula, charge and spin for the structures above in their given order: 661.9, 184.8, 286.2 kJ/mol.